Record 1
The following is a DFT calculation (ωB97M-V/def2-TZVPD) of a structure of composition C62H60O4P4PdSi.

Geometry as XYZ:
```
132
Properties=species:S:1:pos:R:3
Pd -0.40 -0.32 -1.57
C -4.85 -2.89 1.42
C -5.35 -2.36 0.25
C -4.65 -1.36 -0.42
C -3.44 -0.89 0.09
C -2.92 -1.47 1.25
C -3.63 -2.45 1.92
P -2.45 0.37 -0.79
C -3.69 1.32 -1.74
C -3.51 1.43 -3.11
C -4.39 2.18 -3.88
C -5.45 2.84 -3.28
C -5.63 2.74 -1.90
C -4.76 1.98 -1.14
C -1.89 1.45 0.60
C -2.66 1.53 1.76
C -2.19 2.16 2.90
C -0.91 2.69 2.90
C -0.15 2.66 1.73
C -0.63 2.09 0.55
Si 1.68 -0.17 -0.52
C 2.66 -1.79 -0.50
C 4.00 -1.98 -0.16
C 4.61 -3.22 -0.31
C 3.89 -4.30 -0.81
C 2.56 -4.13 -1.16
C 1.95 -2.89 -1.00
P 0.21 -2.57 -1.42
C -0.70 -3.62 -0.24
C -1.96 -4.12 -0.57
C -2.65 -4.91 0.33
C -2.10 -5.20 1.57
C -0.86 -4.67 1.92
C -0.16 -3.89 1.01
C 0.00 -3.37 -3.05
C 0.05 -2.54 -4.17
C -0.03 -3.07 -5.45
C -0.18 -4.44 -5.62
C -0.25 -5.27 -4.51
C -0.16 -4.74 -3.23
C 2.08 0.32 -2.36
C 2.88 -0.31 -3.33
C 2.64 -0.06 -4.67
C 1.61 0.81 -5.04
C 0.87 1.49 -4.09
C 1.16 1.29 -2.73
P 0.42 2.06 -1.07
C -0.58 3.41 -1.93
C -1.85 3.84 -1.55
C -2.47 4.91 -2.20
C -1.82 5.59 -3.21
C -0.54 5.21 -3.56
C 0.07 4.14 -2.92
C 1.83 3.19 -0.64
C 1.53 4.44 -0.07
C 2.53 5.35 0.22
C 3.86 5.06 -0.07
C 4.16 3.85 -0.67
C 3.16 2.92 -0.95
H -5.40 -3.66 1.95
H -6.29 -2.71 -0.16
H -5.05 -0.94 -1.33
H -1.96 -1.14 1.64
H -3.22 -2.88 2.82
H -2.66 0.93 -3.57
H -4.23 2.26 -4.95
H -6.13 3.43 -3.87
H -6.46 3.26 -1.43
H -4.91 1.91 -0.07
H -3.63 1.05 1.79
H -2.80 2.20 3.80
H -0.49 3.12 3.79
H 0.85 3.07 1.77
H 4.59 -1.16 0.24
H 5.65 -3.34 -0.03
H 4.37 -5.26 -0.93
H 2.00 -4.97 -1.56
H -2.40 -3.88 -1.53
H -3.63 -5.30 0.07
H -2.64 -5.82 2.28
H -0.43 -4.88 2.89
H 0.82 -3.49 1.29
H 0.17 -1.46 -4.04
H 0.02 -2.42 -6.31
H -0.26 -4.86 -6.62
H -0.37 -6.34 -4.64
H -0.22 -5.40 -2.38
H 3.62 -1.05 -3.04
H 3.21 -0.58 -5.43
H 1.41 0.98 -6.10
H 0.09 2.17 -4.41
H -2.38 3.37 -0.74
H -3.47 5.20 -1.89
H -2.30 6.42 -3.71
H 0.00 5.75 -4.33
H 1.09 3.89 -3.19
H 0.50 4.70 0.13
H 2.27 6.30 0.67
H 4.64 5.77 0.15
H 5.19 3.61 -0.93
H 3.43 1.99 -1.42
C 4.11 1.32 1.99
C 3.64 1.02 3.40
C 4.46 -0.08 4.07
C 3.65 2.28 4.24
O 2.24 0.64 3.36
P 1.60 -0.61 2.61
O 2.39 -1.85 2.70
O 1.22 -0.17 1.17
O 0.16 -0.64 3.25
C -0.17 -0.91 4.65
C -1.56 -1.52 4.59
C 0.83 -1.88 5.28
C -0.20 0.41 5.40
H 5.13 1.73 2.00
H 3.45 2.04 1.51
H 4.13 0.41 1.39
H 5.50 0.26 4.14
H 4.42 -1.00 3.50
H 4.09 -0.28 5.07
H 4.66 2.67 4.34
H 3.26 2.08 5.24
H 3.02 3.05 3.78
H -1.54 -2.46 4.04
H -2.24 -0.83 4.09
H -1.93 -1.71 5.60
H 0.92 -2.78 4.69
H 0.48 -2.13 6.28
H 1.82 -1.43 5.37
H -0.92 1.08 4.94
H 0.78 0.89 5.38
H -0.48 0.25 6.44
```

Net charge   0
Spin multiplicity   1
HOMO   -6.26 eV
HOMO-LUMO gap   6.4 eV
E_LUMO   0.1 eV


Record 2
The following is a DFT calculation (ωB97M-V/def2-TZVPD) of a cluster of 2 separate species, C5H13B2ClN2O2 in total.

Geometry as XYZ:
```
25
Properties=species:S:1:pos:R:3
C 2.31 1.31 0.32
C 0.90 0.75 0.45
O 0.73 -0.38 -0.40
C -0.18 1.81 0.13
B -1.41 1.59 1.08
Cl -1.23 1.97 2.81
B -2.85 0.97 0.44
N -3.74 1.89 -0.22
O -3.14 -0.37 0.39
H 3.04 0.56 0.63
H 2.43 2.21 0.92
H 2.50 1.56 -0.72
H 0.76 0.38 1.46
H 0.87 -0.08 -1.30
H 0.20 2.83 0.26
H -0.50 1.69 -0.90
H -4.42 1.44 -0.81
H -4.19 2.55 0.41
H -2.41 -0.91 0.71
C 1.42 -3.92 -0.67
C 2.30 -3.08 -1.48
N 2.98 -2.40 -2.11
H 0.94 -4.66 -1.30
H 2.00 -4.42 0.10
H 0.67 -3.29 -0.20
```

Net charge   0
Spin multiplicity   1
Structure (SMILES)   C[C@H](O)CB(Cl)B(N)O.CC#N
HOMO   -9.55 eV
HOMO-LUMO gap   9.9 eV
E_LUMO   0.4 eV


Record 3
The following is a DFT calculation (ωB97M-V/def2-TZVPD) of an isolated molecule of C5H7NO in a non-equilibrium geometry.

Geometry as XYZ:
```
14
Properties=species:S:1:pos:R:3
C -2.26 0.10 0.06
C -0.80 0.00 -0.22
C -0.33 -1.17 0.28
O 1.03 -1.13 0.39
C 1.40 0.05 -0.13
N 2.75 0.29 -0.07
C 0.34 0.78 -0.60
H -2.32 -0.92 0.52
H -2.94 0.45 -0.74
H -2.46 0.69 0.96
H -0.75 -2.14 0.07
H 3.19 -0.19 0.71
H 2.99 1.27 -0.11
H 0.41 1.71 -1.14
```

Net charge   0
Spin multiplicity   1
Structure (SMILES)   Cc1coc(N)c1
HOMO   -7.55 eV
HOMO-LUMO gap   8.5 eV
E_LUMO   1.0 eV


Record 4
The following is a DFT calculation (ωB97M-V/def2-TZVPD) of an isolated molecule of C9H14N4O4 in a non-equilibrium geometry.

Geometry as XYZ:
```
31
Properties=species:S:1:pos:R:3
N -3.28 2.02 0.31
C -2.15 1.93 -0.50
C -1.88 3.19 -1.45
O -0.86 2.73 -2.29
C -0.78 1.65 0.38
O -0.15 2.57 0.90
N -0.07 0.54 0.09
C -0.57 -0.72 -0.53
C 0.59 -1.59 -1.06
C 1.95 -1.52 -0.31
C 3.16 -1.31 -0.80
N 4.01 -1.54 0.27
C 3.17 -1.69 1.35
N 1.93 -1.71 1.05
C -1.25 -1.65 0.63
O -2.39 -1.94 0.53
O -0.55 -1.97 1.74
H -3.08 2.77 0.96
H -3.37 1.05 0.94
H -2.29 1.08 -1.21
H -1.55 4.05 -0.96
H -2.66 3.56 -2.09
H -0.14 2.45 -1.80
H 0.45 0.47 0.94
H -1.27 -0.82 -1.43
H 0.27 -2.75 -1.05
H 0.89 -1.34 -2.11
H 3.61 -0.94 -1.74
H 5.01 -1.61 0.31
H 3.61 -2.09 2.36
H 0.46 -1.88 1.59
```

Net charge   0
Spin multiplicity   1
Structure (SMILES)   N[C@@H](CO)C(=O)N[C@@H](Cc1c[nH]cn1)C(=O)O
HOMO   -8.92 eV
HOMO-LUMO gap   9.2 eV
E_LUMO   0.3 eV


Record 5
The following is a DFT calculation (ωB97M-V/def2-TZVPD) of a cluster of 6 separate species, C14H39NO6 in total in a non-equilibrium geometry.

Geometry as XYZ:
```
60
Properties=species:S:1:pos:R:3
C -0.23 -2.82 -3.36
C 0.31 -1.82 -2.29
C 1.00 -2.71 -1.18
C 1.35 -0.76 -2.78
C 0.79 0.27 -3.72
C -0.41 0.95 -3.05
C -1.51 -0.06 -2.57
C -2.44 0.75 -1.69
C -2.26 -0.60 -3.78
N -0.75 -0.99 -1.64
O -1.71 -1.77 -1.01
H -0.46 -2.31 -4.27
H 0.41 -3.71 -3.46
H -1.14 -3.32 -3.02
H 1.30 -2.11 -0.32
H 0.28 -3.47 -0.95
H 1.83 -3.18 -1.73
H 1.73 -0.27 -1.93
H 2.19 -1.29 -3.25
H 1.55 1.03 -3.94
H 0.49 -0.12 -4.78
H -0.93 1.65 -3.69
H -0.15 1.53 -2.16
H -3.38 0.21 -1.53
H -2.65 1.76 -2.09
H -2.04 0.73 -0.70
H -2.99 0.15 -4.09
H -2.80 -1.56 -3.67
H -1.60 -0.64 -4.67
H -2.25 -2.33 -1.56
C -0.46 3.79 1.62
O -0.71 3.16 2.83
H -1.16 3.64 0.88
H -0.35 4.84 1.74
H 0.48 3.52 1.17
H -0.92 2.21 2.68
C 2.73 2.99 4.51
O 1.77 2.04 4.06
H 2.47 3.43 5.46
H 3.63 2.43 4.60
H 2.95 3.73 3.78
H 0.93 2.50 3.75
C 1.31 -2.33 4.16
O -0.03 -2.08 3.98
H 1.67 -2.38 5.18
H 1.50 -3.36 3.75
H 1.92 -1.64 3.51
H -0.30 -1.19 4.18
C 2.21 0.51 0.60
O 0.83 0.17 0.64
H 2.57 0.62 1.59
H 2.87 -0.29 0.08
H 2.43 1.40 0.05
H 0.51 -0.12 -0.21
C -2.44 -0.16 2.38
O -1.16 0.20 2.87
H -2.33 -0.79 1.53
H -3.02 -0.66 3.18
H -2.92 0.78 2.07
H -0.46 -0.15 2.29
```

Net charge   0
Spin multiplicity   1
Structure (SMILES)   CC1(C)CCCC(C)(C)N1O.CO.CO.CO.CO.CO
HOMO   -9.61 eV
HOMO-LUMO gap   10.1 eV
E_LUMO   0.5 eV


Record 6
The following is a DFT calculation (ωB97M-V/def2-TZVPD) of a cluster of 2 separate species, C6H16BN5O4P in total in a non-equilibrium geometry.

Geometry as XYZ:
```
33
Properties=species:S:1:pos:R:3
N 4.59 -2.21 0.04
B 4.27 -1.16 0.93
O 4.72 -1.16 2.21
N 3.42 0.02 0.44
C 2.11 -0.11 0.23
N 1.40 -1.23 0.44
C 0.16 -0.91 0.11
N 0.07 0.35 -0.28
N 1.31 0.89 -0.21
P 4.19 1.55 0.10
O 5.48 1.05 -0.74
O 4.73 2.12 1.53
H 4.12 -2.13 -0.85
H 5.59 -2.31 -0.15
H 4.09 -0.69 2.77
H -0.70 -1.54 0.14
H -0.73 0.89 -0.60
H 1.51 1.84 -0.47
H 6.09 1.79 -0.82
H 4.27 1.68 2.25
C -5.52 -0.24 0.01
C -4.45 -0.91 -0.85
C -3.91 0.28 -1.63
O -4.04 1.42 -0.79
C -4.87 1.10 0.33
H -5.78 -0.81 0.90
H -6.43 -0.09 -0.58
H -3.67 -1.33 -0.21
H -4.83 -1.70 -1.49
H -4.49 0.45 -2.55
H -2.86 0.16 -1.92
H -4.24 1.03 1.22
H -5.60 1.90 0.48
```

Net charge   +1
Spin multiplicity   1
HOMO   -12.23 eV
HOMO-LUMO gap   8.9 eV
E_LUMO   -3.3 eV


Record 7
The following is a DFT calculation (ωB97M-V/def2-TZVPD) of the ion C4H9N2O2 with charge +1 in a non-equilibrium geometry.

Geometry as XYZ:
```
17
Properties=species:S:1:pos:R:3
C 1.73 0.38 0.25
C -0.42 1.27 -0.49
C 0.23 -1.26 -0.48
C -1.21 0.11 0.25
N 0.93 1.39 -0.02
N 1.43 -0.90 0.17
O -1.27 0.00 1.55
O -2.27 -0.23 -0.51
H 2.77 0.69 0.63
H -0.34 1.13 -1.54
H -0.86 2.29 -0.40
H -0.23 -2.23 -0.26
H 0.19 -0.88 -1.53
H 1.30 2.34 -0.07
H 2.00 -1.60 0.63
H -1.84 -0.65 1.81
H -2.85 -0.98 -0.22
```

Net charge   +1
Spin multiplicity   1
HOMO   -12.09 eV
HOMO-LUMO gap   8.7 eV
E_LUMO   -3.4 eV


Record 8
The following is a DFT calculation (ωB97M-V/def2-TZVPD) of an isolated molecule of C4H4I2N2 in a non-equilibrium geometry.

Geometry as XYZ:
```
12
Properties=species:S:1:pos:R:3
C 0.27 0.26 -1.10
C -1.19 -0.12 -1.18
C 0.52 0.15 1.14
C 0.53 -1.20 1.35
N 0.90 0.60 -0.10
N -1.92 0.38 -0.25
I 0.45 -2.64 -0.14
I -3.92 -0.38 0.10
H 0.73 0.45 -2.08
H -1.50 -0.76 -2.02
H 0.30 0.84 1.83
H 0.24 -1.60 2.32
```

Expectation value of S²   2.038
Net charge   0
Spin multiplicity   3
HOMO (alpha / beta)   -6.05 / -8.76 eV
HOMO-LUMO gap (alpha / beta)   5.8 / 5.6 eV
E_LUMO (alpha / beta)   -0.2 / -3.2 eV


Record 9
The following is a DFT calculation (ωB97M-V/def2-TZVPD) of a cluster of 4 separate species, C33H41I2N3O13P2 in total in a non-equilibrium geometry.

Geometry as XYZ:
```
94
Properties=species:S:1:pos:R:3
C 1.52 1.71 -1.55
C 0.72 2.78 -0.72
O 1.23 3.80 -0.39
O -0.59 2.44 -0.47
C -0.93 2.50 0.93
C 0.08 1.81 1.89
C 0.35 0.30 1.58
C -0.97 -0.52 1.28
C -1.12 -0.88 -0.23
C -2.57 -1.38 -0.63
C -2.57 -2.95 -0.56
P -3.16 -3.68 1.02
O -4.43 -3.16 1.55
O -2.02 -3.69 2.20
O -3.42 -5.27 0.67
O -3.59 -0.73 0.14
C -4.85 -0.74 -0.43
O -5.38 -1.71 -0.81
C -5.67 0.57 -0.52
I -5.94 1.68 -2.32
C -6.26 0.98 0.61
C -7.17 2.24 0.65
I -6.01 -0.12 2.44
P -2.73 -0.96 -2.50
C -2.44 0.87 -2.74
C -1.24 -1.75 -3.35
H 0.81 1.18 -2.21
H 2.08 1.00 -0.91
H 2.26 2.20 -2.21
H -1.93 2.04 1.09
H -0.99 3.58 1.20
H -0.35 1.88 2.91
H 1.06 2.34 1.94
H 0.77 -0.13 2.52
H 1.12 0.13 0.81
H -1.86 -0.07 1.74
H -0.81 -1.49 1.81
H -0.79 0.00 -0.83
H -0.38 -1.68 -0.44
H -3.27 -3.30 -1.35
H -1.58 -3.40 -0.80
H -2.27 -3.07 2.90
H -4.21 -5.53 1.16
H -6.55 3.08 0.26
H -7.47 2.43 1.70
H -8.04 2.15 -0.02
H -1.37 1.15 -2.76
H -2.93 1.17 -3.69
H -2.98 1.43 -1.94
H -1.55 -2.76 -3.67
H -0.34 -1.77 -2.72
H -1.02 -1.16 -4.27
O -4.13 -12.26 1.85
N -5.17 -11.74 2.20
O -5.96 -12.22 2.99
C -5.51 -10.44 1.61
C -4.65 -9.87 0.68
C -4.99 -8.65 0.10
C -6.16 -8.01 0.47
C -7.00 -8.58 1.42
C -6.68 -9.80 1.99
H -3.74 -10.37 0.38
H -4.33 -8.20 -0.63
H -6.42 -7.06 0.02
H -7.92 -8.07 1.70
H -7.34 -10.24 2.72
O 7.60 1.61 -1.71
N 6.55 2.13 -1.40
O 5.75 1.65 -0.62
C 6.21 3.41 -2.02
C 7.07 3.98 -2.95
C 6.73 5.18 -3.54
C 5.54 5.81 -3.21
C 4.69 5.24 -2.27
C 5.02 4.04 -1.67
H 8.00 3.49 -3.21
H 7.40 5.63 -4.27
H 5.28 6.75 -3.68
H 3.76 5.74 -2.01
H 4.34 3.61 -0.95
O 6.87 8.47 0.47
N 6.61 7.28 0.40
O 5.82 6.80 -0.39
C 7.31 6.37 1.31
C 8.20 6.89 2.24
C 8.83 6.03 3.12
C 8.58 4.66 3.06
C 7.70 4.15 2.12
C 7.05 5.01 1.24
H 8.40 7.95 2.30
H 9.52 6.42 3.86
H 9.08 3.99 3.76
H 7.50 3.09 2.07
H 6.36 4.61 0.51
```

Net charge   0
Spin multiplicity   1
Structure (SMILES)   CC(=O)OCCCCC[C@@](CP(=O)(O)O)(OC(=O)/C(I)=C(/C)I)P(C)C.O=[N+]([O-])c1ccccc1.O=[N+]([O-])c1ccccc1.O=[N+]([O-])c1ccccc1
HOMO   -8.33 eV
HOMO-LUMO gap   7.7 eV
E_LUMO   -0.7 eV


Record 10
The following is a DFT calculation (ωB97M-V/def2-TZVPD) of an isolated molecule of CH2ClOP in a non-equilibrium geometry.

Geometry as XYZ:
```
6
Properties=species:S:1:pos:R:3
O 2.01 1.32 0.07
C 1.60 0.26 0.05
P -0.58 -0.05 -0.46
Cl -0.63 -2.02 0.06
H -0.41 0.29 0.78
H -2.00 0.19 -0.48
```

Net charge   0
Spin multiplicity   1
Structure (SMILES)   O=C=[PH2]Cl
HOMO   -9.57 eV
HOMO-LUMO gap   10.0 eV
E_LUMO   0.4 eV


Record 11
The following is a DFT calculation (ωB97M-V/def2-TZVPD) of an isolated molecule of C3H11N3O2 in a non-equilibrium geometry.

Geometry as XYZ:
```
19
Properties=species:S:1:pos:R:3
C -1.53 -1.49 0.12
N -0.86 -0.20 -0.09
O -1.66 0.49 -1.07
N 0.54 -0.24 -0.51
C 1.34 -1.32 0.11
N 1.00 0.97 0.11
C 0.30 1.89 1.00
O 1.43 1.85 -1.12
H -1.11 -1.99 1.00
H -2.59 -1.33 0.32
H -1.43 -2.14 -0.75
H -1.24 0.20 -1.90
H 2.36 -1.25 -0.26
H 1.37 -1.27 1.20
H 0.94 -2.30 -0.16
H -0.51 2.42 0.49
H -0.07 1.38 1.89
H 1.01 2.65 1.34
H 0.70 1.69 -1.73
```

Net charge   0
Spin multiplicity   1
Structure (SMILES)   CN(O)N(C)N(C)O
HOMO   -8.53 eV
HOMO-LUMO gap   9.4 eV
E_LUMO   0.9 eV


Record 12
The following is a DFT calculation (ωB97M-V/def2-TZVPD) of an isolated molecule of C2H3NS2 in a non-equilibrium geometry.

Geometry as XYZ:
```
8
Properties=species:S:1:pos:R:3
S 0.60 2.44 1.06
C 0.54 0.91 0.70
C 0.39 0.35 -0.59
N -0.28 -0.67 -0.94
S -1.03 -1.48 0.28
H 0.68 0.02 1.35
H 0.91 0.81 -1.49
H -1.82 -2.38 -0.37
```

Net charge   0
Spin multiplicity   1
Structure (SMILES)   S=C/C=N\S
HOMO   -9.19 eV
HOMO-LUMO gap   7.9 eV
E_LUMO   -1.3 eV